# 1
ORCA calculation (the ωB97M-V functional and the def2-TZVPD basis) on C3H5NO2 as an isolated structure.

Properties
Orbital gap ... 0.3526 Eh
Energy above the lowest of the compared OMol25 structures with the same formula, charge and spin ... 297.7 kJ/mol
Total charge ... 0
Maximum force ... 0.43 eV Å⁻¹

Element x y z (Å)
O  0.93  -1.07  -1.30
O  -1.90  -1.12  1.40
N  1.43  1.11  -0.89
C  -0.46  0.09  0.23
C  0.68  -0.02  -0.71
C  -1.41  -0.98  0.23
H  -0.94  1.07  0.33
H  -0.95  -0.30  1.62
H  2.32  1.00  -1.36
H  1.37  1.87  -0.23
H  -1.72  -1.63  -0.58

# 2
ORCA calculation (the ωB97M-V functional and the def2-TZVPD basis) on one molecule with the formula C19H20FN3O4 in a non-equilibrium geometry.

Properties
Orbital gap ... 0.2773 Eh
SMILES string ... CCC1(CC)OC(=O)N(C)c2ccc(Nc3cc(F)cc([N+](=O)[O-])c3)cc21
Energy above the lowest of the compared OMol25 structures with the same formula, charge and spin ... 654.4 kJ/mol
Total charge ... 0
Maximum force ... 7.80 eV Å⁻¹

Element x y z (Å)
F  1.57  3.74  -3.51
O  -2.64  6.67  -3.47
O  0.14  -3.78  3.62
O  1.04  -3.09  1.54
O  -3.53  5.67  -1.77
N  -2.70  5.72  -2.69
N  -0.65  -1.92  2.72
N  -1.86  0.80  -2.01
C  -1.58  0.23  -0.76
C  -1.92  4.57  -2.71
C  -2.50  0.13  0.32
C  -0.96  -1.22  1.59
C  -0.16  -1.25  0.48
C  -0.58  4.71  -3.14
C  -0.51  -0.51  -0.67
C  -1.24  -1.56  4.01
C  1.80  -2.42  -0.62
C  0.19  -3.01  2.64
C  0.28  3.60  -3.24
C  -2.18  -0.46  1.48
C  -1.46  2.14  -2.34
C  2.27  -1.11  1.46
C  -2.34  3.22  -2.31
C  1.20  -2.04  0.69
C  -0.11  2.36  -2.64
C  3.20  -1.86  2.36
C  3.15  -3.33  -0.54
H  1.74  -0.33  2.01
H  3.61  -2.77  1.82
H  -1.52  -0.50  3.95
H  3.07  -4.16  0.14
H  2.09  -1.51  -1.21
H  3.22  -3.79  -1.52
H  -3.31  3.02  -2.04
H  -2.77  0.64  -2.44
H  0.57  1.51  -2.59
H  2.72  -0.59  0.82
H  -0.17  5.67  -3.46
H  4.05  -1.20  2.47
H  -2.88  -0.43  2.28
H  0.05  -0.60  -1.63
H  -0.50  -1.64  4.82
H  2.83  -2.19  3.29
H  4.00  -2.64  -0.45
H  -3.46  0.63  0.23
H  -2.24  -2.11  4.20
H  1.01  -2.99  -1.17

# 3
ORCA calculation (the ωB97M-V functional and the def2-TZVPD basis) on a 2-piece molecular cluster, C8H19BNO2 overall in a non-equilibrium geometry.

Properties
Orbital gap (spin up / spin down) ... 0.2078 / 0.2570 Eh
Expectation value of S² ... 2.00
2S+1 ... 3
Total charge ... +1
Maximum force ... 10.81 eV Å⁻¹

Element x y z (Å)
O  -3.29  -2.50  -1.37
O  -2.85  -3.49  -3.52
N  -0.81  -2.87  -0.44
C  1.67  0.13  -0.50
C  0.36  2.48  2.31
C  0.58  1.18  1.54
C  1.66  1.31  0.47
C  -0.57  3.44  1.57
C  1.72  -2.24  0.67
C  -0.94  -3.10  -1.91
C  1.76  -1.14  0.18
B  -2.50  -3.04  -2.33
H  1.91  -3.13  1.21
H  -0.37  0.88  1.08
H  1.49  2.22  -0.11
H  -0.48  -4.05  -2.17
H  -0.19  3.68  0.58
H  -1.46  -2.12  -0.19
H  -3.76  -3.45  -3.82
H  0.19  -2.60  -0.11
H  -0.38  -2.33  -2.44
H  2.63  1.40  0.96
H  -4.23  -2.41  -1.55
H  -1.56  3.00  1.46
H  0.87  0.39  2.24
H  1.32  2.97  2.49
H  2.53  0.22  -1.17
H  -0.68  4.37  2.13
H  -0.08  2.26  3.29
H  0.76  0.14  -1.11
H  -1.12  -3.71  0.05